[1]
{
  "formula": "C44H59N10O3P2Pb",
  "method": "ωB97M-V with the def2-TZVPD basis set",
  "e_homo_ev": -4.9,
  "e_lumo_ha": 0.069,
  "total_charge": -1,
  "e_above_lowest_kcal_mol": 0.0,
  "gap_ev": 6.76,
  "symbols": ["Pb", "C", "P", "C", "C", "C", "P", "C", "C", "H", "H", "H", "H", "H", "H", "H", "H", "H", "H", "H", "H", "H", "H", "H", "H", "C", "N", "C", "C", "N", "C", "C", "C", "C", "C", "C", "N", "C", "N", "C", "C", "N", "C", "C", "N", "C", "C", "H", "H", "H", "H", "H", "H", "H", "H", "H", "H", "H", "H", "H", "H", "H", "H", "H", "H", "H", "H", "H", "H", "H", "H", "H", "H", "H", "H", "O", "C", "C", "C", "C", "C", "C", "C", "O", "O", "H", "H", "H", "H", "H", "N", "C", "C", "C", "C", "C", "C", "C", "C", "C", "C", "C", "C", "C", "H", "H", "H", "H", "H", "H", "H", "H", "H", "H", "N", "C", "N", "C", "N"],
  "positions_angstrom": [[14.42, 15.46, 15.98], [4.24, 15.60, 16.13], [5.66, 16.61, 15.49], [5.65, 18.02, 16.63], [4.98, 17.37, 13.98], [5.07, 16.32, 12.75], [6.10, 14.91, 13.32], [7.75, 15.34, 12.69], [5.50, 13.72, 12.06], [4.06, 14.66, 15.56], [3.26, 16.19, 16.15], [4.55, 15.27, 17.13], [4.80, 18.72, 16.35], [6.65, 18.50, 16.48], [5.47, 17.71, 17.64], [5.66, 18.27, 13.77], [3.96, 17.65, 14.19], [5.41, 16.84, 11.83], [4.02, 15.96, 12.58], [7.70, 15.61, 11.62], [8.43, 14.52, 12.81], [8.17, 16.21, 13.26], [5.44, 14.09, 10.99], [4.50, 13.47, 12.31], [6.10, 12.83, 12.10], [13.59, 13.15, 19.37], [12.65, 14.22, 19.40], [11.27, 13.86, 19.05], [13.11, 15.51, 19.71], [14.25, 15.81, 19.05], [15.10, 16.88, 19.40], [15.99, 16.72, 20.51], [16.63, 17.84, 20.98], [16.65, 19.09, 20.35], [15.98, 19.15, 19.12], [15.27, 18.06, 18.59], [14.64, 18.13, 17.37], [14.85, 19.06, 16.40], [13.90, 19.05, 15.38], [12.51, 18.63, 15.64], [14.15, 19.54, 14.06], [15.95, 19.83, 16.22], [17.33, 19.38, 16.45], [15.79, 21.29, 15.97], [12.32, 16.34, 20.43], [12.45, 17.80, 20.30], [11.25, 15.74, 21.38], [13.14, 12.18, 19.09], [14.06, 13.04, 20.36], [14.39, 13.31, 18.68], [11.34, 12.92, 18.46], [10.83, 14.65, 18.48], [10.64, 13.53, 19.91], [16.12, 15.80, 21.09], [17.20, 17.73, 21.90], [17.22, 19.92, 20.82], [15.87, 20.09, 18.54], [12.47, 17.73, 16.22], [12.07, 18.41, 14.65], [11.92, 19.41, 16.19], [13.51, 20.37, 13.82], [13.93, 18.78, 13.28], [15.20, 19.78, 13.93], [17.85, 20.16, 17.00], [17.82, 19.27, 15.51], [17.27, 18.44, 17.02], [15.59, 21.48, 14.88], [16.75, 21.77, 16.31], [14.98, 21.66, 16.61], [12.91, 18.00, 19.32], [13.13, 18.16, 21.09], [11.43, 18.27, 20.41], [11.61, 14.81, 21.79], [10.30, 15.46, 20.82], [11.08, 16.48, 22.13], [10.45, 13.16, 13.93], [11.03, 12.90, 12.78], [10.48, 12.02, 11.80], [11.25, 11.68, 10.73], [12.42, 12.33, 10.39], [13.05, 13.13, 11.32], [12.34, 13.54, 12.44], [12.93, 14.38, 13.60], [14.08, 14.97, 13.47], [12.33, 14.27, 14.72], [11.29, 13.69, 14.56], [9.55, 11.56, 12.13], [10.92, 10.84, 10.09], [12.88, 11.97, 9.52], [14.07, 13.47, 11.19], [15.40, 13.48, 16.72], [16.30, 12.62, 16.73], [16.00, 11.13, 16.78], [16.87, 10.04, 16.92], [16.35, 8.74, 17.12], [15.00, 8.49, 17.32], [14.09, 9.58, 17.04], [14.58, 10.86, 16.88], [17.79, 12.86, 17.02], [18.82, 12.23, 16.35], [20.14, 12.66, 16.55], [20.51, 13.68, 17.47], [19.42, 14.36, 18.12], [18.12, 13.99, 17.84], [17.95, 10.13, 17.11], [17.03, 7.91, 17.44], [14.53, 7.59, 17.73], [13.00, 9.36, 16.94], [13.94, 11.75, 16.93], [18.64, 11.35, 15.73], [20.86, 12.20, 15.84], [21.53, 14.00, 17.56], [19.60, 15.12, 18.89], [17.27, 14.63, 18.09], [16.61, 15.95, 15.04], [17.04, 16.22, 13.95], [17.50, 16.59, 12.78], [18.48, 15.93, 12.17], [19.40, 15.52, 11.50]],
  "mulliken_charge": [1.35, -1.16, 0.36, -1.11, -0.82, -0.73, 0.28, -0.83, -1.30, 0.34, 0.29, 0.34, 0.29, 0.28, 0.39, 0.30, 0.50, 0.43, 0.32, 0.35, 0.06, 0.28, 0.31, 0.39, 0.39, -0.77, 0.57, -1.29, -0.18, 0.87, -1.16, -0.90, -0.69, -0.75, 0.26, 0.26, 0.28, -0.39, 0.53, -0.84, -1.30, 0.39, -1.10, -1.07, 0.26, -0.63, -1.14, 0.46, 0.26, -0.06, 0.42, 0.47, 0.24, 0.47, 0.35, 0.36, 0.27, 0.18, 0.37, 0.17, 0.35, 0.31, 0.51, 0.49, 0.39, 0.26, 0.31, 0.34, 0.32, -0.05, 0.26, 0.46, 0.37, 0.22, 0.48, -0.83, 0.47, -0.55, -0.19, -0.84, -0.24, -0.03, 0.86, -0.88, -0.69, 0.39, 0.38, 0.30, 0.40, 0.42, -0.64, 0.23, 0.99, -0.25, -0.91, -0.46, -0.80, -0.44, 0.37, -0.39, -0.74, -0.59, -0.66, -0.18, 0.42, 0.25, 0.35, 0.32, 0.41, 0.65, 0.27, 0.41, 0.41, 0.33, -0.60, 0.69, -0.72, 0.44, -0.63]
}

[2]
{
  "formula": "C44H60AsLiN2O3SbSi",
  "method": "ωB97M-V with the def2-TZVPD basis set",
  "e_homo_ev": -3.1,
  "e_lumo_ha": 0.078,
  "total_charge": -1,
  "gap_ev": 5.21,
  "symbols": ["Li", "C", "O", "C", "C", "C", "C", "C", "C", "N", "N", "C", "C", "O", "C", "C", "C", "C", "C", "C", "C", "C", "H", "H", "H", "H", "H", "H", "H", "H", "H", "H", "H", "H", "H", "C", "As", "C", "C", "O", "H", "H", "H", "H", "H", "H", "H", "H", "H", "C", "C", "C", "C", "C", "C", "Si", "C", "C", "C", "C", "C", "C", "H", "H", "H", "H", "H", "H", "H", "H", "H", "H", "H", "C", "C", "C", "C", "Sb", "C", "C", "C", "C", "C", "C", "C", "C", "H", "H", "H", "H", "H", "H", "H", "H", "H", "H", "H", "H", "H", "H", "H", "H", "H", "H", "H", "H", "H", "H", "H", "H", "H", "H", "H"],
  "positions_angstrom": [[0.42, 1.88, -0.10], [-0.42, 0.48, -2.99], [0.57, 1.08, -2.16], [1.86, 1.08, -2.60], [2.23, 0.84, -3.92], [3.57, 0.90, -4.28], [4.54, 1.19, -3.33], [4.17, 1.41, -2.01], [2.84, 1.35, -1.64], [2.35, 1.49, -0.32], [3.26, 1.44, 0.57], [2.89, 1.46, 1.88], [1.55, 1.27, 2.34], [0.54, 1.12, 1.61], [1.37, 1.17, 3.79], [2.40, 1.24, 4.65], [3.76, 1.40, 4.20], [4.82, 1.44, 5.11], [6.12, 1.58, 4.68], [6.37, 1.67, 3.30], [5.34, 1.64, 2.39], [4.00, 1.50, 2.81], [-0.57, 1.06, -3.91], [-1.33, 0.49, -2.40], [-0.13, -0.55, -3.24], [1.48, 0.60, -4.66], [3.85, 0.71, -5.31], [5.58, 1.24, -3.62], [4.91, 1.61, -1.25], [0.35, 1.04, 4.12], [2.23, 1.17, 5.72], [4.60, 1.37, 6.17], [6.94, 1.61, 5.39], [7.39, 1.78, 2.95], [5.54, 1.72, 1.34], [-0.55, 6.39, -1.17], [-0.60, 4.50, -1.52], [0.51, 4.28, -3.08], [-2.40, 4.18, -2.12], [-0.04, 3.71, -0.19], [-0.84, 6.96, -2.05], [0.46, 6.66, -0.87], [-1.23, 6.61, -0.34], [0.24, 5.04, -3.82], [0.39, 3.29, -3.51], [1.55, 4.41, -2.79], [-2.62, 4.91, -2.90], [-3.06, 4.30, -1.26], [-2.50, 3.16, -2.48], [-5.60, -0.66, -3.51], [-4.68, -1.44, -2.83], [-3.92, -0.89, -1.81], [-4.04, 0.45, -1.42], [-4.97, 1.21, -2.14], [-5.75, 0.67, -3.16], [-2.76, 1.20, -0.19], [-3.79, 1.96, 1.25], [-5.01, 2.61, 1.13], [-5.63, 3.24, 2.21], [-5.02, 3.23, 3.45], [-3.80, 2.59, 3.60], [-3.20, 1.97, 2.52], [-6.20, -1.09, -4.31], [-4.54, -2.48, -3.10], [-3.21, -1.52, -1.28], [-5.09, 2.27, -1.92], [-6.46, 1.30, -3.68], [-2.39, -0.09, 0.50], [-5.52, 2.63, 0.17], [-6.59, 3.73, 2.07], [-5.50, 3.72, 4.30], [-3.31, 2.58, 4.57], [-2.23, 1.49, 2.65], [0.81, -4.06, -2.51], [-0.28, -4.10, -1.45], [-1.59, -3.75, -2.15], [-0.39, -5.51, -0.88], [0.13, -2.45, -0.03], [2.22, -2.87, 0.55], [2.49, -2.19, 1.89], [2.64, -4.33, 0.64], [3.09, -2.16, -0.50], [-0.96, -3.06, 1.78], [-0.45, -4.33, 2.47], [-2.43, -3.26, 1.40], [-0.88, -1.89, 2.76], [0.54, -4.73, -3.34], [1.79, -4.38, -2.14], [0.94, -3.06, -2.94], [-1.78, -4.47, -2.96], [-1.56, -2.75, -2.61], [-2.46, -3.77, -1.49], [-0.50, -6.23, -1.71], [-1.28, -5.62, -0.25], [0.48, -5.80, -0.30], [2.04, -2.74, 2.73], [2.12, -1.17, 1.92], [3.57, -2.15, 2.07], [2.03, -4.90, 1.35], [3.68, -4.39, 0.99], [2.59, -4.85, -0.32], [2.89, -1.09, -0.51], [2.93, -2.54, -1.51], [4.15, -2.30, -0.25], [-0.56, -5.21, 1.85], [-1.04, -4.49, 3.39], [0.59, -4.25, 2.77], [-2.57, -4.10, 0.71], [-2.86, -2.36, 0.95], [-3.00, -3.48, 2.31], [0.11, -1.81, 3.23], [-1.61, -2.04, 3.56], [-1.10, -0.93, 2.29]],
  "mulliken_charge": [0.30, -1.04, 1.08, 0.46, -0.71, -0.92, -0.71, -0.65, -0.33, 1.27, -0.48, -0.58, 0.42, 0.20, -0.86, -1.11, 0.94, -0.95, -0.50, -0.75, -0.30, 0.80, 0.39, -0.18, 0.11, 0.46, 0.38, 0.40, 0.38, 0.45, 0.34, 0.38, 0.37, 0.39, 0.37, -1.23, 0.63, -0.81, -1.06, -0.54, 0.40, 0.35, 0.36, 0.54, -0.05, 0.34, 0.60, 0.29, 0.24, -0.53, -0.49, 0.50, 0.21, -0.47, -0.75, 0.43, 0.04, -0.21, -0.67, -0.40, -0.66, 0.05, 0.35, 0.41, -0.16, 0.12, 0.38, -0.05, 0.07, 0.37, 0.35, 0.38, 0.06, -1.90, 2.18, -1.88, -1.76, 0.92, 2.26, -2.34, -1.90, -1.99, 2.21, -1.87, -1.73, -2.01, 0.53, 0.33, 0.16, 0.49, 0.09, 0.28, 0.52, 0.33, 0.20, 0.33, 0.35, 0.60, 0.27, 0.52, 0.32, 0.27, 0.31, 0.52, 0.23, 0.51, 0.32, 0.30, 0.17, 0.58, 0.31, 0.56, 0.22]
}